# 1
A molecular structure, C47H37CdN7O3S3. Source: the Open Molecules 2025 dataset; level of theory: ωB97M-V/def2-TZVPD.

```
98
Properties=species:S:1:pos:R:3:forces:R:3
Cd -0.24586 -1.15236 -0.95538 -0.3590 -0.5430 0.1403
C 1.67007 -4.97649 -2.20381 -0.0022 0.0445 -0.0333
C 0.99854 -5.79115 -1.31424 -0.0324 0.0056 -0.0287
C -0.25789 -5.40913 -0.86654 -0.0519 0.0055 0.0341
C -0.77688 -4.19867 -1.29868 0.2438 -0.0664 -0.1137
N -0.13117 -3.41307 -2.16829 0.1028 -0.1038 0.0976
C 1.05062 -3.80283 -2.61539 0.1300 -0.1221 -0.0513
C -2.09650 -3.67260 -0.86872 -0.3054 0.0811 -0.0502
C -3.05786 -4.43110 -0.21133 0.0681 -0.0593 -0.0029
C -4.29049 -3.85621 0.03772 0.0114 0.0021 0.0150
C -4.53846 -2.56366 -0.38665 0.0121 0.0670 -0.0480
C -3.51457 -1.85221 -1.00710 -0.0288 -0.3455 0.0319
N -2.32317 -2.40832 -1.21321 -0.2209 0.1232 0.0792
C -3.72988 -0.49425 -1.57000 -0.0214 0.2291 -0.1750
C -4.84240 0.27270 -1.24019 0.0041 -0.0395 0.0984
C -5.08050 1.44209 -1.94077 -0.0009 -0.0047 0.0067
C -4.19029 1.82265 -2.92821 0.0309 0.0247 0.0516
C -3.06440 1.03724 -3.13030 0.0202 0.0947 -0.0645
N -2.84366 -0.09665 -2.48432 0.0845 -0.1543 0.1082
H 2.66169 -5.22133 -2.55657 -0.0050 -0.0077 -0.0540
H 1.44674 -6.71137 -0.96198 -0.0087 -0.0105 -0.0055
H -0.80776 -6.03988 -0.18120 0.0273 0.0460 0.0342
H 1.51964 -3.15246 -3.34133 0.1226 0.0856 0.0881
H -2.85779 -5.44963 0.09003 -0.0059 -0.0010 -0.0611
H -5.06760 -4.42672 0.52911 0.0024 0.0054 0.0196
H -5.51980 -2.12975 -0.26164 0.0241 0.0045 0.0115
H -5.51154 -0.03357 -0.44803 -0.0061 0.0078 -0.0271
H -5.95314 2.04259 -1.71835 0.0124 0.0080 0.0012
H -4.35018 2.70917 -3.52239 0.0389 0.1054 0.0071
H -2.31134 1.32746 -3.85670 -0.0253 0.0021 0.0194
O 1.40427 -2.19435 -0.15945 0.7982 0.0354 0.3841
C 2.51448 -1.92040 0.63592 -0.1431 -0.2612 -0.0194
C 3.80681 -2.23351 -0.12119 -0.2252 -0.0917 -0.2186
C 4.97937 -2.76604 0.32195 0.0037 -0.0717 0.0410
C 5.97677 -2.83481 -0.69030 0.0583 0.0345 0.0543
C 5.53457 -2.34695 -1.87900 -0.1517 0.1131 -0.1163
S 3.91050 -1.79818 -1.78073 0.1183 -0.1258 -0.0500
C 2.63359 -0.47913 1.14035 -0.0496 0.1001 -0.1442
C 1.71691 0.22249 1.86424 -0.0390 -0.0104 -0.0117
C 2.15404 1.52105 2.23315 -0.1384 0.0784 0.0053
C 3.40778 1.78700 1.78116 0.2427 -0.0948 -0.1283
S 4.05860 0.46304 0.90803 -0.1802 0.0935 0.1114
C 2.47495 -2.85557 1.85375 -0.1032 0.1491 0.1344
C 2.27242 -4.20088 1.80645 -0.0252 -0.0135 -0.0254
C 2.25397 -4.81356 3.08800 -0.0121 -0.0910 -0.0619
C 2.45831 -3.92037 4.09265 0.0358 0.2930 0.0900
S 2.66111 -2.32483 3.48490 0.0070 -0.2878 -0.1201
H 5.12693 -3.10139 1.33939 -0.0239 0.0106 0.0019
H 6.97497 -3.21744 -0.53099 -0.0088 -0.0261 -0.0100
H 6.07257 -2.27048 -2.81118 0.0162 -0.0279 0.0284
H 0.76247 -0.18989 2.14299 0.0091 -0.0628 -0.0292
H 1.55456 2.22325 2.79716 0.0230 0.0418 -0.0034
H 3.99468 2.68269 1.91237 -0.0707 0.0233 0.0024
H 2.14251 -4.72506 0.87015 -0.0153 0.0397 0.0272
H 2.10027 -5.87201 3.24980 0.0135 0.0063 0.0191
H 2.50407 -4.10244 5.15516 -0.0081 -0.0360 -0.0272
O 1.55194 0.42994 -2.18800 -0.0869 0.0264 0.0734
C 0.89060 1.27464 -1.59727 0.2413 0.2967 -0.1914
N 1.13589 2.61357 -1.55383 -0.0634 0.1467 -0.0040
C 0.05025 3.34087 -0.93579 -0.0979 0.0220 -0.0053
C -0.81936 2.12423 -0.45064 0.0166 0.0018 0.3018
O -1.83873 2.21752 0.22208 0.0930 0.1294 -0.1807
N -0.24620 0.98727 -0.87931 -0.0513 0.4524 -0.2658
C -0.73063 4.21008 -1.93135 0.0187 -0.0508 -0.0955
C -0.15320 4.61481 -3.13114 -0.0043 -0.0911 0.0614
C -0.83157 5.45962 -3.99745 -0.0094 0.0512 -0.0042
C -2.09989 5.91623 -3.67508 0.0243 0.0121 -0.0658
C -2.68234 5.51698 -2.48181 -0.0544 -0.0319 0.0353
C -2.00454 4.67232 -1.61594 -0.0659 -0.0322 0.0316
C 0.52530 4.25140 0.19605 -0.0062 -0.0983 0.1935
C 1.79633 4.81353 0.14293 -0.0346 -0.0766 -0.0269
C 2.23925 5.66192 1.14580 0.0771 0.0490 -0.0267
C 1.41642 5.96950 2.21786 -0.0252 -0.0106 0.0171
C 0.14301 5.42324 2.27207 0.0134 0.0127 -0.0102
C -0.30296 4.57746 1.26650 0.0214 -0.0475 0.0177
H 1.90740 3.02672 -2.04139 0.0201 -0.0951 -0.0787
H 0.83289 4.26752 -3.40799 0.0017 -0.0079 -0.0148
H -0.35986 5.76799 -4.92174 -0.0100 -0.0168 -0.0095
H -2.62792 6.57842 -4.34926 -0.0039 -0.0001 0.0099
H -3.67459 5.86511 -2.22071 0.0149 -0.0090 0.0048
H -2.47471 4.35130 -0.69651 0.0120 0.0020 0.0170
H 2.46008 4.58373 -0.68142 0.0174 0.0078 0.0534
H 3.23504 6.08366 1.08825 -0.0046 -0.0024 -0.0076
H 1.76287 6.63060 3.00171 0.0072 -0.0058 -0.0009
H -0.51209 5.65464 3.10276 0.0005 0.0043 -0.0028
H -1.29121 4.14750 1.32684 -0.0382 -0.0408 -0.0242
C -1.27300 0.16633 4.49284 0.0880 0.0835 0.0716
N -1.32391 -0.72425 3.35469 -0.1119 -0.0794 -0.0453
C -1.00937 -2.06122 3.37201 0.0620 -0.1860 -0.0516
C -1.03635 -2.47197 2.07458 -0.0447 0.0327 0.0850
N -1.36370 -1.41396 1.26383 0.0736 0.1203 0.1303
C -1.52748 -0.38222 2.06479 -0.2570 0.0363 -0.0945
H -1.76857 -0.29135 5.34726 -0.0436 0.0180 -0.0252
H -1.77093 1.10106 4.24533 -0.0172 -0.0191 -0.0192
H -0.23507 0.37567 4.75790 -0.0238 0.0187 -0.0028
H -0.78460 -2.59148 4.28058 0.0328 0.0384 0.0280
H -0.83501 -3.45137 1.67645 0.1159 -0.0095 0.0137
H -1.80513 0.60975 1.73328 0.1092 0.0461 0.0451
```
Forces are in eV/Å.

Properties
HOMO-LUMO gap, eV: 7.73
Relative energy (zero: lowest compared OMol25 entry of this formula, charge and spin), eV: 0.228
Highest occupied orbital energy, eV: -7.8
Calculated total energy, Eh: -3784.647245
Total charge: 0
2S+1: 1
LUMO level, Ha: -0.003

=====

# 2
A molecular structure, C45H38Cl2F9IrN3P. Source: the Open Molecules 2025 dataset; level of theory: ωB97M-V/def2-TZVPD.

```
99
Properties=species:S:1:pos:R:3:forces:R:3
Ir 0.15184 -0.38064 -0.07092 -0.5396 0.3959 -0.0292
C -3.12865 2.09216 -5.45600 0.0627 0.0410 -0.0342
C -4.26091 1.51970 -4.65471 -0.0193 -0.1499 0.1345
C -5.54019 1.41886 -5.18498 -0.0450 0.0090 -0.0088
C -6.59063 0.88484 -4.45361 0.0168 0.0106 -0.0056
C -6.37776 0.46068 -3.15195 -0.0315 -0.0241 0.0042
C -5.11629 0.56455 -2.58898 0.0697 0.0864 -0.0496
C -4.06068 1.06928 -3.34421 -0.2235 -0.0484 -0.1962
N -2.76562 1.21411 -2.78986 0.1970 0.0696 0.1287
C -2.11156 0.36225 -1.96324 0.2973 -0.0323 0.0833
N -2.49857 -0.92038 -1.97320 -0.0748 0.1455 -0.1882
C -2.20688 -1.95159 -1.05797 0.1373 -0.2018 0.2200
C -1.10506 -1.90134 -0.18916 -0.4687 -0.4171 -0.2256
C -0.96826 -2.98290 0.69960 0.1575 0.2561 -0.0404
C -1.83375 -4.05450 0.69671 -0.0765 -0.0867 -0.0145
C -2.87626 -4.10144 -0.22158 0.0674 0.0122 0.0319
C -3.08395 -3.05782 -1.10195 0.1458 0.1289 0.0578
C -4.22379 -3.11387 -2.08258 -0.0440 0.0412 -0.0332
N -1.09605 0.79218 -1.22427 -0.4703 0.0834 -0.0117
C -0.96289 2.22128 -1.13508 0.0814 -0.0206 0.0881
C 0.01572 2.86251 -1.89635 -0.1182 0.1064 0.1297
C 0.15164 4.24244 -1.75769 0.0164 -0.0505 -0.0434
C -0.66213 4.95245 -0.89443 -0.0646 0.0161 0.0570
C -1.63183 4.29403 -0.14932 0.0916 0.0399 -0.0059
C -1.79970 2.92060 -0.25263 0.1249 -0.0052 -0.1241
C -2.86542 2.22623 0.54801 -0.0392 -0.0603 0.0472
H -3.46282 2.35279 -6.45764 -0.0003 -0.0129 -0.0098
H -2.30525 1.38073 -5.54635 0.0104 0.0039 0.0097
H -2.72689 3.00489 -5.00553 -0.0085 -0.0062 0.0092
H -5.71049 1.76348 -6.19694 -0.0161 -0.0016 -0.0136
H -7.57408 0.81281 -4.89633 -0.0168 -0.0017 -0.0032
H -7.19410 0.06714 -2.56159 -0.0168 -0.0017 -0.0083
H -4.96406 0.28260 -1.55465 0.0678 -0.0174 0.0138
H -2.28472 2.08044 -2.98381 -0.0100 0.0242 0.1145
H -3.23500 -1.12570 -2.63226 0.0086 0.0167 -0.0031
H -0.14764 -2.97349 1.40696 -0.0359 -0.0306 0.0313
H -1.69308 -4.86311 1.40155 0.0092 -0.0148 -0.0012
H -3.54136 -4.95485 -0.25135 -0.0014 -0.0054 0.0250
H -4.74789 -4.06257 -1.99817 0.0041 -0.0154 0.0051
H -3.88483 -3.02727 -3.11984 0.0059 -0.0180 -0.0086
H -4.95610 -2.32188 -1.90825 -0.0026 0.0181 -0.0001
H 1.31500 2.74301 -3.59425 0.0106 0.0040 -0.0046
H 0.90542 4.75799 -2.33965 0.0056 0.0109 -0.0045
H -0.54587 6.02377 -0.80269 0.0009 0.0142 0.0097
H -2.26938 4.85237 0.52504 -0.0041 0.0284 0.0043
H -3.00596 2.72218 1.50875 -0.0365 0.0196 -0.0155
H -2.62711 1.17860 0.73684 0.0184 0.0216 0.0173
H -3.82746 2.25768 0.02877 0.0157 -0.0184 -0.0155
Cl -0.53430 0.13267 2.99133 0.0027 -0.0813 -0.0268
C 0.23783 1.70314 2.84649 0.0204 0.2147 -0.0103
Cl 1.18556 1.88371 1.33971 0.1373 -0.2734 -0.1959
H 0.93102 1.83922 3.66807 -0.0356 -0.0004 0.0079
H -0.52452 2.47360 2.82699 -0.0032 -0.0216 0.0220
F 6.91547 2.84590 -0.63117 -0.0091 0.0201 0.0476
C 6.66413 1.96911 -1.61440 0.0405 0.0263 -0.0010
F 7.78228 1.24829 -1.79705 0.0193 -0.0374 -0.0037
F 6.45573 2.67098 -2.73714 -0.0352 0.0102 -0.0433
C 5.49409 1.08265 -1.28013 -0.0235 -0.0265 -0.0192
C 4.64013 0.64844 -2.28399 0.0282 0.0214 0.0380
C 3.59278 -0.20070 -1.97029 -0.0391 0.0301 0.0179
C 3.39163 -0.62611 -0.65736 0.0193 0.0013 0.0816
C 4.25852 -0.18388 0.33861 -0.0206 -0.0228 0.0212
C 5.30773 0.66611 0.02919 -0.0003 0.0268 -0.0222
P 1.93093 -1.67037 -0.30090 0.6003 -0.2577 0.0377
C 2.00389 -2.83761 -1.69772 -0.0030 -0.0146 -0.0166
C 3.24432 -3.41040 -2.00174 -0.0818 0.0424 0.0230
C 3.36800 -4.29975 -3.04974 -0.0476 -0.0428 -0.0745
C 2.24921 -4.62171 -3.81142 -0.0204 0.0421 0.0684
C 1.01804 -4.05505 -3.52765 0.0741 -0.0501 -0.0381
C 0.89654 -3.16267 -2.47190 0.0328 0.0585 0.0811
C 2.39822 -5.55676 -4.98147 0.0089 -0.0551 -0.0958
F 2.80195 -4.89493 -6.08063 0.0048 0.0426 0.0022
F 1.24327 -6.16367 -5.28823 -0.0350 0.0018 0.0200
F 3.30729 -6.51138 -4.74109 0.0184 -0.0121 0.0378
C 2.38081 -2.67889 1.15697 0.0094 0.1169 0.0099
C 2.39898 -2.02439 2.39306 -0.0360 -0.0203 -0.0597
C 2.64945 -2.72208 3.55752 0.0154 -0.0748 0.0155
C 2.86175 -4.09547 3.49947 -0.0122 0.0487 -0.0764
C 2.82830 -4.76007 2.28474 0.0195 0.0177 0.1077
C 2.58943 -4.05235 1.11522 -0.0168 0.0149 -0.0240
C 3.07351 -4.84847 4.78485 0.0057 -0.0484 0.0947
F 1.92218 -4.95902 5.47255 -0.0267 0.0147 -0.0159
F 3.94644 -4.21691 5.58526 0.0199 0.0347 -0.0121
F 3.53477 -6.08658 4.57791 0.0142 -0.0255 -0.0363
H 4.79078 0.97364 -3.30405 0.0085 0.0030 -0.0076
H 2.93120 -0.53610 -2.75898 -0.0125 -0.0285 -0.0120
H 4.13317 -0.50646 1.36294 0.0176 -0.0102 -0.0201
H 5.97931 1.00333 0.80689 0.0124 0.0068 -0.0014
H 4.12174 -3.15783 -1.41933 0.0011 0.0137 0.0237
H 4.32758 -4.74333 -3.27699 0.0025 -0.0162 -0.0120
H 0.15213 -4.30865 -4.12290 0.0006 -0.0205 -0.0185
H -0.06828 -2.72819 -2.25656 0.0029 0.0340 0.0511
H 2.19006 -0.96195 2.44688 -0.0008 -0.0120 -0.0154
H 2.66974 -2.20722 4.50875 -0.0021 -0.0182 0.0224
H 2.98567 -5.82857 2.24529 0.0004 -0.0123 0.0207
H 2.54613 -4.59482 0.18173 0.0033 0.0345 -0.0439
C 0.91909 2.09397 -2.81443 0.0340 -0.0367 -0.0681
H 0.40970 1.25208 -3.28474 0.0074 0.0048 -0.0120
H 1.76831 1.68633 -2.26212 0.0210 -0.0261 0.0074
```
Forces are in eV/Å.

Properties
⟨S²⟩: 0.75
HOMO-LUMO gap (alpha / beta), eV: 8.03 / 7.02
Relative energy (zero: lowest compared OMol25 entry of this formula, charge and spin), eV: 0.000
Highest occupied orbital energy (alpha / beta), eV: -10.7 / -10.7
Calculated total energy, Eh: -4166.662073
Total charge: +1
2S+1: 2
LUMO level (alpha / beta), Ha: -0.097 / -0.134

=====

# 3
A molecular structure, C3H2O2Tm. Source: the Open Molecules 2025 dataset; level of theory: ωB97M-V/def2-TZVPD.

```
8
Properties=species:S:1:pos:R:3:forces:R:3
O 1.38353 -0.32107 0.29378 0.2101 0.8329 -1.5185
C 0.30403 -0.94966 -0.14608 -0.1528 0.7856 2.3641
C -0.89269 -0.32421 -0.26911 -0.3793 -0.9379 -0.0871
O -1.09071 1.00951 0.13769 2.6278 1.3971 1.9663
C -0.14169 1.77469 0.64352 -2.5342 -1.3491 -2.0074
Tm 2.01099 1.72391 -0.46440 -0.1533 -1.3013 0.7122
H 0.25159 -2.02946 0.05371 0.2044 0.1482 -0.9225
H -1.82505 -0.88371 -0.24910 0.1773 0.4246 -0.5072
```
Forces are in eV/Å.

Properties
⟨S²⟩: 2.02
HOMO-LUMO gap (alpha / beta), eV: 6.63 / 6.97
Relative energy (zero: lowest compared OMol25 entry of this formula, charge and spin), eV: 1.390
Highest occupied orbital energy (alpha / beta), eV: -12.1 / -12.6
Calculated total energy, Eh: -1350.736258
Total charge: +1
2S+1: 3
LUMO level (alpha / beta), Ha: -0.202 / -0.205

=====

# 4
A molecular structure, C5H8O2. Source: the Open Molecules 2025 dataset; level of theory: ωB97M-V/def2-TZVPD.

```
15
Properties=species:S:1:pos:R:3:forces:R:3
C 1.52345 0.46304 0.71609 0.0996 -0.0478 0.0945
C 0.20503 -0.03705 0.21346 0.0866 0.3789 0.0028
C -1.14468 0.37070 0.82402 0.0195 0.3659 0.0728
O -1.79695 -0.83621 0.39918 0.0089 -0.0073 -0.1341
C -0.58671 -1.31073 -0.15475 0.2177 -0.3103 -0.2316
C 0.02380 -0.41015 -1.20611 0.0252 -0.4007 -0.0031
O -0.52161 0.42184 -2.17990 -0.6665 -0.0893 0.0895
H 1.64696 0.38725 1.79852 0.0078 -0.0636 -0.0451
H 2.34090 -0.05726 0.21068 -0.0191 0.0239 0.1878
H 1.60067 1.52443 0.43568 0.0496 -0.2052 0.1268
H -1.66309 1.27205 0.46463 0.1424 -0.0846 -0.0556
H -1.10762 0.41914 1.92102 0.0945 -0.0680 -0.2183
H -0.36543 -2.37462 -0.05989 -0.1094 0.2387 -0.0648
H 0.86140 -0.94545 -1.65593 0.1366 0.2653 0.3103
H -1.01611 1.11301 -1.72670 -0.0932 0.0042 -0.1320
```
Forces are in eV/Å.

Properties
HOMO-LUMO gap, eV: 9.85
Relative energy (zero: lowest compared OMol25 entry of this formula, charge and spin), eV: 2.893
Highest occupied orbital energy, eV: -9.1
Calculated total energy, Eh: -345.698657
Total charge: 0
2S+1: 1
LUMO level, Ha: 0.029